# 1
Computed, not measured: a molecular structure, C42H53BrFN3O6SSiW in a non-equilibrium geometry, with ωB97M-V with the def2-TZVPD basis set.

XYZ file:
```
109
Properties=species:S:1:pos:R:3:forces:R:3
W -1.92717 6.14262 23.88156 4.59 -5.96 -4.37
C -2.77588 8.67714 25.82421 0.34 -3.75 -0.86
Si -3.57940 9.40263 24.37401 0.67 0.93 -0.03
C -5.34272 9.81950 24.84346 -2.11 2.16 -1.07
C -2.79340 10.00011 22.94736 -0.33 -2.29 -5.02
N -3.60451 6.39952 23.77427 -1.95 1.27 2.00
C -4.75696 5.90952 24.28357 -1.28 2.19 -5.17
C -4.97362 5.50612 25.50277 -0.91 -3.34 3.91
C -6.19068 4.92562 25.90936 -1.39 0.41 4.43
C -7.38402 5.28986 25.31458 -1.51 -1.38 -1.10
C -7.15902 5.94504 24.01642 0.04 -0.92 -0.89
C -5.87004 6.07534 23.39831 -2.75 -0.41 4.67
F -5.72407 6.68647 22.25661 -0.09 0.18 -1.00
H -2.61714 7.49112 25.87990 0.43 2.69 -0.93
H -3.21460 8.60902 26.75332 -1.12 1.52 2.48
H -5.36202 15.10622 27.22073 1.98 0.86 -2.08
H -5.93176 8.88628 25.00721 0.23 0.79 -0.10
H -5.70613 10.35826 23.91686 0.17 -1.37 -0.08
H -5.81850 10.71687 25.43239 1.76 -1.93 0.23
H -1.81184 9.64406 22.41017 -1.31 0.75 2.34
H -4.79479 15.35193 26.62686 -1.98 -0.86 2.08
H -3.39890 9.76950 21.80720 0.65 1.45 3.60
H -4.19525 5.33387 26.21268 0.61 0.31 0.05
H -6.25796 4.46875 27.07296 0.37 1.07 -3.49
H -8.55269 4.80123 25.81169 3.93 2.05 -1.99
H -7.97920 6.25757 23.36721 -0.06 -0.12 0.36
C -3.17263 3.15944 27.70158 -1.21 1.14 -6.91
C -2.07505 4.39081 26.94969 4.30 -3.05 6.96
C -1.57777 5.43586 28.27344 -2.04 0.16 -5.79
C -0.75683 3.55099 26.55699 -3.45 0.01 0.37
C -0.21058 2.67797 27.48344 2.29 0.71 4.54
C 0.84352 1.82149 27.26722 -1.43 -0.66 -4.03
C 0.89367 1.46528 25.88831 1.17 0.88 1.52
C 0.36354 2.10906 24.85800 -3.04 3.75 -1.94
C 0.15713 1.49576 23.39544 7.54 -1.18 3.90
C -0.79413 0.47732 23.60034 1.53 -6.92 1.41
C 1.58026 1.16044 22.58133 -3.39 0.30 0.52
C -0.45995 3.32090 25.24335 1.01 -0.03 -4.01
N -0.92743 4.18045 24.20105 -0.77 0.11 0.56
C -0.19427 4.34435 22.96959 -6.51 -0.11 4.58
C -0.88707 4.69763 21.96066 -1.77 3.27 -7.09
N -2.30340 4.87042 22.07010 3.06 0.29 1.50
C -3.02417 4.51569 20.94995 -1.96 3.07 -1.73
C -3.33080 3.27213 20.43612 1.79 -3.12 0.54
C -4.15659 2.99551 19.31991 0.18 1.31 1.17
C -4.86941 4.03762 18.80602 -0.93 1.24 -0.05
C -4.55667 5.32337 19.33831 -4.86 1.75 -4.56
C -3.62692 5.67362 20.20883 2.22 -1.26 2.92
C -3.27734 7.11993 20.52882 -2.30 1.83 2.98
C -4.18867 8.04735 19.69802 6.32 -1.75 -4.52
C -1.87795 7.56238 20.45612 4.73 -0.44 -1.40
C -2.52137 1.94238 21.04668 -2.15 1.24 -3.64
C -3.26350 0.60559 20.96815 1.06 0.58 2.00
C -1.30817 1.84425 20.20331 7.87 0.02 0.37
H -4.36040 3.69559 28.10617 4.07 -2.32 -0.89
H -2.70027 1.97502 27.60258 -1.45 3.63 1.50
H -3.40825 3.05414 26.42384 -0.62 -0.22 3.12
H -2.33343 5.05882 26.20897 -1.28 0.48 -1.61
H -1.80074 4.80953 29.14719 0.36 0.93 -0.04
H -2.63611 6.30714 27.85681 3.75 -1.90 2.36
H -0.43412 5.65820 27.89390 -3.20 0.22 1.68
H -0.27340 2.85682 28.59370 -1.00 0.27 -1.06
H 1.49645 1.15437 27.78384 -0.26 0.29 1.63
H 1.52981 0.70640 25.66697 1.73 -2.64 -0.76
H -0.20418 2.09172 22.73467 -2.68 4.51 -3.50
H -0.22125 -0.46019 24.47183 -1.78 2.63 -2.47
H -0.85672 -0.21507 22.60811 -1.22 1.89 2.42
H -1.47266 1.01938 24.27146 -1.53 -1.28 -0.90
H 2.29400 0.71592 23.25638 0.73 0.57 0.05
H 1.74987 2.11035 21.98750 0.71 -1.34 0.90
H 1.26207 0.34823 21.91318 0.31 0.31 -0.26
H 0.69727 4.11668 23.07156 8.77 -1.34 0.29
H -0.37617 5.25262 20.87294 -1.23 -2.29 3.28
H -4.22583 1.97563 19.06454 -0.35 -0.94 -0.64
H -5.74159 4.06184 18.07987 1.46 -0.71 0.82
H -5.30765 6.18116 18.78797 2.32 -2.49 1.75
H -3.61042 7.43493 21.64114 0.64 -1.27 -2.20
H -4.10196 7.36441 18.52558 -0.19 3.45 2.93
H -3.87188 9.10075 19.80306 -0.37 -0.62 -0.60
H -5.05683 7.80536 20.04345 -5.83 -0.57 1.58
H -1.42511 7.22506 19.45775 -0.59 0.50 0.86
H -1.09189 7.12660 21.16691 -1.61 0.41 -0.61
H -1.61535 8.66205 20.49955 -1.10 -0.99 -0.02
H -2.45747 2.30358 21.98470 1.23 0.55 3.52
H -2.97597 0.09860 20.12990 0.15 -0.97 -2.97
H -4.30231 0.68884 21.05698 -1.60 0.11 0.04
H -2.91416 -0.15954 21.67286 -0.04 0.69 0.68
H -1.36865 1.79512 19.15963 -1.41 0.68 -1.69
H -0.55013 0.86958 20.16804 -2.13 1.66 1.41
H -0.25643 2.75152 20.29413 -3.68 -2.37 0.13
Br -0.59375 -10.27464 20.74189 0.48 -0.74 0.56
C -1.42338 -8.90140 19.79316 -0.11 0.68 0.09
C -2.23543 -9.23255 18.72218 0.35 -1.80 -0.78
C -2.75414 -8.22958 17.94951 -0.11 0.92 -0.18
C -2.52533 -6.88951 18.28790 -0.89 0.96 -0.11
C -1.82765 -6.57153 19.40811 2.29 -0.39 0.39
C -1.17925 -7.58827 20.13475 -0.51 0.71 -0.10
C -3.15705 -5.66188 17.58649 -1.84 -0.91 -2.03
O -4.20494 -6.00574 16.95437 0.55 0.19 0.38
O -2.66830 -4.52527 17.64931 0.66 -0.34 0.72
H -2.31521 -10.31698 18.39783 -0.07 1.46 0.58
H -3.29864 -8.43445 17.04953 -0.35 -0.08 -0.22
H -1.51633 -5.52217 19.49700 -0.51 -0.37 0.39
H -0.48895 -7.28750 20.90644 0.06 -0.33 0.28
O -0.63899 7.63618 23.49757 0.35 1.38 -0.39
S 0.21912 7.58519 24.81865 0.90 -3.23 -0.94
O 0.15087 8.70968 25.66392 0.62 1.73 0.03
O -0.75626 6.54715 25.41326 0.42 -0.50 1.99
O 1.49154 6.91792 24.52046 -1.58 1.71 0.49
```
Positions in Å, forces in eV/Å.

Properties
* total charge: -2
* total energy: -154443.1648 eV
* Kohn-Sham gap (spin up / spin down): 6.725 / 5.736 eV
* 2S+1: 3
* molecular weight: 1038.80 g/mol

***

# 2
Computed, not measured: 6 unconnected molecules or ions with the total composition C42H53FNO in a non-equilibrium geometry, with ωB97M-V with the def2-TZVPD basis set.

XYZ file:
```
98
Properties=species:S:1:pos:R:3:forces:R:3
C 0.99837 -0.55148 4.96542 -0.60 -0.25 -0.22
C 0.91796 0.89363 4.34063 0.19 -0.75 0.70
C 1.57742 1.03308 2.93188 -1.02 1.67 -0.31
F 2.69442 0.20703 2.76284 -0.52 0.15 0.17
C 0.53428 0.84627 1.75955 1.09 -1.34 0.62
C 0.18445 -0.68659 1.71579 0.27 0.88 -1.54
C -0.75731 -0.98432 0.48680 -1.00 -2.55 2.45
C -0.96792 -2.56605 0.51119 0.66 -0.15 0.20
C -2.16083 -0.33102 0.76464 -0.38 1.24 -0.72
N -0.15162 -0.64121 -0.80858 -1.58 1.48 0.61
O -0.89917 -0.94738 -1.80993 0.65 -0.33 0.12
C 0.36377 0.73944 -0.88624 1.80 1.77 -1.48
C 1.41032 0.74861 -2.08704 0.70 -0.61 1.15
C -0.70815 1.83816 -1.24133 -0.73 0.40 0.15
C 1.16155 1.22835 0.37257 -0.42 0.28 0.84
H -0.00045 -1.03253 4.82495 0.82 0.15 0.27
H 1.74220 -1.21245 4.47444 -0.35 0.59 0.25
H 1.21813 -0.54830 6.05745 -0.17 0.17 -0.82
H -0.16482 1.15719 4.27473 0.84 -0.01 -0.16
H 1.35124 1.59691 5.09009 -0.06 -0.34 -0.85
H 1.94778 2.08239 2.84297 0.00 -0.66 0.07
H -0.32510 1.49825 2.04258 0.49 -0.54 -0.41
H 1.14563 -1.22949 1.52428 -0.70 0.37 0.29
H -0.25510 -1.08743 2.65259 0.07 0.36 -0.70
H -0.26286 -3.01125 1.26032 -0.56 0.32 -0.60
H -0.72546 -3.04391 -0.45916 -0.33 0.44 0.48
H -1.98913 -2.85862 0.82655 0.60 0.24 -0.35
H -2.56367 0.13378 -0.16988 0.26 -0.52 0.68
H -2.12713 0.50668 1.50720 0.19 -0.68 -0.54
H -2.94299 -1.02980 1.12285 0.74 0.18 -0.21
H 1.63130 1.78608 -2.41183 -0.30 -0.72 -0.02
H 2.36982 0.34991 -1.66384 -0.67 0.21 -0.52
H 1.12747 0.05834 -2.90519 -0.15 0.76 0.33
H -0.30507 2.51469 -2.03052 -0.24 -0.54 0.60
H -1.67320 1.44789 -1.62469 0.74 -0.03 0.13
H -0.96611 2.50838 -0.38069 0.27 -0.71 -0.48
H 1.18233 2.34816 0.32998 0.16 -0.86 -0.18
H 2.21957 0.88219 0.36081 -0.76 0.01 -0.04
C 5.69076 2.20674 -5.59978 -0.05 -0.03 0.01
C 5.79784 0.82810 -5.46211 -0.04 -0.01 0.01
C 4.65381 0.05349 -5.30327 0.02 0.10 -0.02
C 3.40253 0.65788 -5.29157 0.03 0.00 0.01
C 3.29536 2.03631 -5.43248 0.04 0.00 0.02
C 4.43922 2.81147 -5.58263 0.00 -0.06 0.01
H 6.58236 2.81020 -5.72020 -0.03 -0.02 0.00
H 6.77355 0.35669 -5.47757 -0.03 0.02 0.02
H 4.73754 -1.02094 -5.18927 -0.02 0.03 -0.02
H 2.51098 0.05414 -5.17230 0.02 0.02 0.00
H 2.31904 2.50687 -5.42452 0.03 -0.02 0.00
H 4.35559 3.88656 -5.68727 0.00 -0.03 -0.01
C -6.96406 -0.62023 2.68499 -0.03 0.02 -0.05
C -5.97207 -0.04828 1.89774 -0.01 -0.03 -0.04
C -6.10405 -0.03431 0.51347 -0.04 -0.02 0.04
C -7.23331 -0.58408 -0.08183 0.02 0.00 0.07
C -8.22685 -1.15273 0.70628 0.03 0.01 0.03
C -8.09057 -1.17484 2.08881 0.03 0.10 -0.05
H -6.85939 -0.63432 3.76376 0.00 0.01 -0.03
H -5.09466 0.38632 2.36272 -0.02 -0.02 -0.02
H -5.32749 0.40559 -0.10081 -0.02 -0.01 0.02
H -7.33857 -0.56918 -1.15987 0.01 -0.01 0.03
H -9.10763 -1.58008 0.24220 0.04 0.00 0.02
H -8.86247 -1.62317 2.70178 0.01 0.02 -0.03
C 0.50335 6.94867 -0.79990 0.04 -0.04 0.01
C 1.11239 7.12420 0.43694 0.00 -0.04 -0.02
C 2.17084 6.30601 0.81372 -0.03 -0.02 -0.06
C 2.62664 5.31768 -0.05103 -0.05 0.02 0.01
C 2.01980 5.14487 -1.28941 -0.03 -0.02 0.02
C 0.95558 5.95702 -1.66250 0.02 0.01 0.06
H -0.32380 7.58448 -1.09183 0.03 -0.02 0.01
H 0.76136 7.89890 1.10814 0.01 -0.03 -0.02
H 2.64121 6.43891 1.78057 0.00 0.01 -0.03
H 3.45485 4.68245 0.24040 -0.02 0.02 -0.02
H 2.37658 4.37491 -1.96416 0.00 0.02 0.02
H 0.47924 5.81811 -2.62564 0.02 0.01 0.02
C -7.91681 -6.78505 2.99649 0.02 0.05 0.00
C -6.68890 -6.60284 2.37206 -0.02 0.03 0.00
C -6.09686 -5.34552 2.35506 -0.07 -0.01 0.06
C -6.72871 -4.27147 2.97079 0.03 -0.09 0.01
C -7.95502 -4.45494 3.59830 0.04 -0.07 -0.03
C -8.55131 -5.71019 3.60796 0.05 0.01 -0.02
H -8.37963 -7.76455 3.00687 0.01 0.03 0.00
H -6.19310 -7.44131 1.89756 -0.02 0.03 0.01
H -5.14254 -5.20246 1.86255 -0.02 0.00 0.02
H -6.26536 -3.29296 2.96116 -0.03 -0.03 -0.03
H -8.44714 -3.61825 4.08001 0.01 -0.03 -0.01
H -9.50982 -5.85135 4.09281 0.03 0.00 -0.01
C 6.76550 -1.00045 -2.23042 0.02 -0.04 -0.01
C 7.37828 -0.82803 -0.99505 0.01 -0.04 -0.03
C 8.43346 -1.65107 -0.62061 -0.01 -0.01 -0.06
C 8.88266 -2.64154 -1.48595 -0.04 0.04 0.00
C 8.27252 -2.81232 -2.72269 -0.02 0.02 0.01
C 7.21132 -1.99523 -3.09398 0.03 0.06 0.10
H 5.94057 -0.36028 -2.52090 0.03 -0.02 -0.01
H 7.03251 -0.05160 -0.32308 0.00 -0.03 -0.02
H 8.90652 -1.52028 0.34516 -0.01 0.00 -0.03
H 9.70832 -3.28020 -1.19601 -0.03 0.02 -0.01
H 8.62388 -3.58381 -3.39760 -0.02 0.02 0.03
H 6.73226 -2.13235 -4.05626 0.02 0.00 0.02
```
Positions in Å, forces in eV/Å.

Properties
* total energy: -50665.9549 eV
* Kohn-Sham gap (spin up / spin down): 9.263 / 9.243 eV
* 2S+1: 2
* molecular weight: 606.89 g/mol